The following is a quantum chemistry calculation of a cluster of 2 separate species, C27H28N4O4 in total, from the Open Molecules 2025 dataset.

charge: 0
SMILES string: CNC(=O)[C@H](Cc1ccc(O)cc1)NC(C)=O.NC(=O)N1c2ccccc2C=Cc2ccccc21
F_max: 0.0467 hartree/bohr
ΔE to the lowest compared entry with this formula, charge and spin: 14.6 kcal per mole
E_tot: -42605.464 eV
Kohn-Sham gap: 0.31498 hartree

Last column: natural (NBO) charge in e.
Geometry (Å):
C: -7.653338 -2.837027 -0.362544  -0.4173
N: -6.866118 -1.925622 0.470461  -0.6083
C: -6.270760 -0.784402 0.104660  0.6728
O: -5.666950 -0.129135 0.949827  -0.6382
C: -6.339889 -0.297887 -1.357361  -0.1303
C: -5.340953 -1.044883 -2.262530  -0.4194
C: -3.877424 -0.844773 -1.905468  -0.0604
C: -3.141991 0.183057 -2.527293  -0.1786
C: -1.792177 0.394117 -2.186275  -0.2984
C: -1.169125 -0.428849 -1.226180  0.3791
O: 0.137377 -0.223950 -0.909652  -0.6920
C: -1.902174 -1.465722 -0.607128  -0.3106
C: -3.253846 -1.671960 -0.949345  -0.1738
N: -6.085800 1.145122 -1.424358  -0.6107
C: -6.562476 1.958106 -2.362842  0.6737
C: -6.206206 3.420726 -2.238002  -0.7047
O: -7.258594 1.573234 -3.292822  -0.6488
H: -8.382028 -2.283944 -0.958660  0.2065
H: -6.997988 -3.405417 -1.024888  0.1958
H: -8.193963 -3.539432 0.274717  0.2180
H: -6.766880 -2.151513 1.448880  0.4103
H: -7.345332 -0.485026 -1.732726  0.2339
H: -5.495773 -0.716177 -3.291701  0.2379
H: -5.562653 -2.111244 -2.241917  0.2086
H: -3.617596 0.813855 -3.265877  0.2162
H: -1.222637 1.182744 -2.654109  0.2214
H: 0.480894 -0.914403 -0.341375  0.4854
H: -1.430506 -2.096085 0.130260  0.2069
H: -3.815641 -2.460113 -0.468235  0.2091
H: -5.524553 1.533300 -0.679807  0.4242
H: -6.531808 3.940293 -3.138055  0.2418
H: -6.713759 3.838413 -1.370657  0.2296
H: -5.128976 3.524749 -2.124938  0.2207
N: 3.202128 -1.982730 1.570785  -0.8480
C: 4.490151 -1.784558 1.154107  0.7923
O: 5.093656 -2.824966 0.953004  -0.6518
N: 5.047083 -0.513465 1.020694  -0.5274
C: 4.284692 0.615337 1.336522  0.1453
C: 3.303081 1.048656 0.431627  -0.2015
C: 2.477495 2.131943 0.740056  -0.2056
C: 2.625598 2.788580 1.963243  -0.2077
C: 3.602695 2.363253 2.869701  -0.1774
C: 4.450999 1.286697 2.563909  -0.0966
C: 5.480913 0.907152 3.544607  -0.1998
C: 6.724391 0.370989 3.252501  -0.1599
C: 7.250229 0.056950 1.911899  -0.1104
C: 8.636236 0.145615 1.701916  -0.1870
C: 9.195241 -0.138683 0.451350  -0.2045
C: 8.373089 -0.531763 -0.605784  -0.2079
C: 6.995085 -0.643622 -0.405107  -0.1947
C: 6.425395 -0.353708 0.844886  0.2514
H: 2.808571 -1.225513 2.120331  0.3854
H: 3.029670 -2.936613 1.871378  0.4150
H: 3.179646 0.532410 -0.516511  0.2295
H: 1.718044 2.451440 0.031129  0.2266
H: 1.983831 3.630569 2.207074  0.2187
H: 3.715987 2.892704 3.811170  0.2152
H: 5.288097 1.145392 4.586507  0.2150
H: 7.400976 0.230939 4.089867  0.2140
H: 9.287880 0.447738 2.515829  0.2139
H: 10.268346 -0.060733 0.304208  0.2161
H: 8.802599 -0.764376 -1.575951  0.2178
H: 6.357836 -0.975784 -1.219007  0.2238

Force components x, y, z for each atom (eV/Å):
C 0.3 0.3 0.0
N -0.8 -1.1 -0.4
C 0.8 1.4 0.4
O -0.1 0.1 -0.5
C 0.0 0.3 -0.1
C 0.5 -0.2 0.0
C 0.1 0.0 0.1
C 0.8 -0.7 1.0
C -0.4 -0.6 0.4
C -1.1 -0.7 0.0
O 0.2 0.6 -0.4
C -0.8 0.6 -0.9
C 0.9 1.0 -0.5
N 0.4 -1.0 1.5
C -0.8 0.5 -1.3
C 0.1 -0.1 0.0
O 0.0 -0.3 0.0
H 0.0 -0.1 0.0
H -0.2 -0.1 -0.1
H 0.1 0.2 0.0
H 0.1 0.1 -0.1
H 0.0 0.1 -0.2
H -0.2 0.1 0.1
H -0.1 -0.1 0.0
H 0.0 0.0 0.0
H 0.1 0.0 0.0
H -0.1 -0.2 0.2
H 0.1 -0.1 0.1
H 0.0 -0.1 0.0
H 0.0 -0.2 0.1
H 0.0 -0.1 0.1
H 0.1 0.1 0.1
H 0.1 0.2 0.1
N -1.0 2.0 0.4
C 0.8 -2.1 0.2
O 1.3 0.5 -0.7
N -1.3 -1.3 0.4
C -1.1 1.4 0.1
C 0.0 0.3 0.3
C 0.2 -0.2 0.2
C 0.4 -0.3 0.1
C -0.4 0.1 -0.6
C 0.0 0.0 0.2
C 2.1 -1.0 -0.7
C -2.2 0.8 0.2
C 0.0 -0.1 0.1
C 0.0 -0.2 -0.7
C -0.4 0.0 0.3
C -0.3 0.0 0.4
C 0.3 0.2 0.3
C 1.7 -0.1 -0.6
H -0.3 -0.4 0.0
H 0.2 0.5 -0.1
H 0.1 0.0 0.2
H 0.1 -0.1 0.1
H 0.1 -0.1 0.0
H 0.0 -0.1 -0.1
H -0.1 0.0 -0.1
H 0.0 0.0 -0.1
H -0.1 0.0 0.0
H -0.1 0.0 0.1
H -0.1 0.0 0.1
H 0.0 0.0 0.2